Density functional theory data (ωB97M-V/def2-TZVPD) for a molecular structure, C40H40GeN2O12OsP2S2.

Properties
- E_HOMO (eV) = -8.7033
- charge = 0
- Kohn-Sham gap (Eh) = 0.294
- spin multiplicity = 1
- DFT total energy (eV) = -168918.2457

Geometry as XYZ:
```
100
Properties=species:S:1:pos:R:3:forces:R:3
Os 1.007201 1.118528 0.238325 -0.1 -0.5 0.7
C -5.288297 5.289002 3.174250 0.0 0.0 0.0
C -3.910744 5.158733 2.586855 0.0 0.0 0.0
C -2.802160 5.695380 3.233611 0.0 0.0 0.0
C -1.532382 5.577905 2.689709 0.0 0.1 -0.1
C -1.369910 4.921810 1.477458 0.0 0.0 0.1
C -2.466600 4.403120 0.803945 0.0 -0.1 0.0
C -3.724323 4.515796 1.364648 0.0 0.0 0.0
S 0.240511 4.715869 0.782017 0.0 0.1 0.0
O 1.151837 5.510158 1.566727 0.0 -0.1 0.0
O 0.156889 4.933194 -0.626765 0.0 -0.1 -0.1
N 0.603559 3.124407 1.052919 0.1 -0.4 -0.1
C 0.804078 2.707870 2.348864 -0.1 -0.1 -0.1
C 0.851613 3.357442 3.588208 0.0 0.0 -0.1
C 1.055230 2.574592 4.703844 0.0 0.0 0.0
C 1.221973 1.191652 4.606677 0.0 0.0 0.0
C 1.195135 0.624849 3.355482 0.0 0.1 -0.1
N 0.988612 1.381573 2.278330 -0.1 -0.2 0.0
H -5.246722 5.579976 4.223004 0.0 0.0 0.0
H -5.834547 4.348584 3.099053 0.0 0.0 0.0
H -5.865345 6.045610 2.639071 0.0 0.0 0.0
H -2.933143 6.217684 4.173630 0.0 0.0 0.0
H -0.682120 6.031700 3.176079 0.1 0.0 0.0
H -2.341323 3.900365 -0.142308 0.0 -0.1 0.0
H -4.571089 4.084750 0.844906 0.0 0.0 0.0
H 0.767802 4.426640 3.653700 0.0 0.0 0.0
H 1.096492 3.049502 5.675679 0.0 0.0 0.0
H 1.382137 0.579136 5.480991 0.0 0.0 0.0
H 1.336713 -0.433414 3.186494 0.0 0.0 0.0
O -2.717491 -0.761463 -0.428063 0.0 -0.1 0.0
P -1.985808 0.595163 -0.778533 0.0 -0.2 0.0
O -2.892600 1.748738 -0.930442 0.0 0.0 0.0
O -0.909615 0.698213 0.343813 -0.1 0.7 0.0
O -1.238272 0.273843 -2.160434 0.0 0.2 0.0
P -0.018914 1.244991 -2.676013 -0.1 0.2 0.2
O -0.443481 2.641238 -2.017880 0.0 0.0 0.0
O 0.103566 1.326743 -4.128014 0.1 -0.6 -0.1
O 1.178614 0.801019 -1.820834 -0.1 0.5 -0.1
H -3.622301 -0.780612 -0.759356 0.0 0.0 0.0
H -1.403532 2.778488 -1.976113 -0.1 0.1 0.0
O 2.606710 -0.073511 0.709634 0.5 -0.2 0.0
C 2.058212 -1.200566 0.469164 -0.3 0.0 -0.1
O 0.871462 -1.111808 0.073006 0.2 0.5 0.0
C 2.786473 -2.486495 0.708316 -0.1 0.0 0.1
C 2.101330 -3.791449 0.266468 -0.1 0.3 0.0
Ge 0.162167 -3.983552 -0.109768 0.0 -0.4 -0.1
C -0.318850 -3.244250 -1.842626 0.0 0.1 0.0
C 0.556613 -2.450532 -2.577051 0.0 0.0 -0.1
C 0.197888 -1.953655 -3.822218 0.0 -0.1 0.0
C -1.051459 -2.244530 -4.348170 0.0 0.0 0.0
C -1.932081 -3.043580 -3.632758 0.0 0.0 0.0
C -1.564392 -3.542247 -2.391918 0.0 0.0 0.0
C -1.072841 -3.573183 1.348237 0.0 0.1 0.0
C -2.349399 -4.133934 1.307247 0.0 0.0 0.0
C -3.287287 -3.854939 2.290753 0.0 0.0 0.0
C -2.959352 -3.015799 3.346098 0.0 0.0 0.0
C -1.687745 -2.466849 3.415071 0.0 0.0 0.0
C -0.759884 -2.744137 2.421503 0.0 0.0 -0.1
C 0.052829 -5.948204 -0.345201 0.1 0.1 0.0
C 0.353127 -6.513324 -1.585376 0.0 0.1 -0.1
C 0.392738 -7.889966 -1.760018 0.0 0.0 0.0
C 0.129542 -8.732751 -0.689474 0.0 0.0 0.0
C -0.174288 -8.190502 0.551206 0.0 0.0 0.0
C -0.209604 -6.812209 0.717639 0.0 0.1 0.1
H 2.982653 -2.511710 1.785096 0.0 0.1 0.0
H 3.768886 -2.362633 0.248421 0.0 0.0 0.0
H 2.292788 -4.564764 1.010519 0.1 0.0 0.0
H 2.558872 -4.152789 -0.657383 0.0 0.0 0.0
H 1.523310 -2.179014 -2.168161 0.0 0.0 0.0
H 0.874955 -1.306008 -4.362841 0.0 0.0 0.0
H -1.343129 -1.834310 -5.306071 0.0 0.0 0.0
H -2.909006 -3.273445 -4.039367 0.0 0.0 0.0
H -2.262498 -4.169520 -1.847921 0.0 0.0 0.0
H -2.619164 -4.805469 0.499409 0.0 0.0 0.0
H -4.274650 -4.296159 2.234354 0.0 0.0 0.0
H -3.690320 -2.795192 4.113494 0.0 0.0 0.0
H -1.422800 -1.810995 4.235475 0.0 0.0 0.0
H 0.219432 -2.288585 2.481241 0.1 0.0 0.0
H 0.543876 -5.869109 -2.437724 0.0 0.0 0.0
H 0.624460 -8.304485 -2.733226 0.0 0.0 0.0
H 0.155591 -9.806770 -0.822730 0.0 0.0 0.0
H -0.386854 -8.840943 1.390601 0.0 0.0 0.0
H -0.455397 -6.407882 1.694454 0.0 0.0 0.0
C 4.730868 3.742694 -0.516386 0.0 0.0 0.0
S 2.986408 3.488330 -0.779853 -0.1 -0.1 0.0
O 2.828621 2.121181 -0.076790 0.1 0.0 -0.1
C 2.981319 3.201032 -2.523506 0.0 0.0 0.0
C 3.661433 2.125075 -3.080115 0.0 0.0 0.0
C 3.600540 1.942063 -4.447303 0.0 0.0 0.0
C 2.868055 2.824280 -5.235767 0.0 0.0 0.0
C 2.185563 3.884023 -4.665296 0.0 0.0 0.0
C 2.228885 4.075800 -3.290963 0.0 0.0 0.0
H 5.279396 2.871272 -0.867663 0.0 0.0 0.0
H 4.873263 3.892419 0.551300 0.0 0.0 0.0
H 5.020452 4.635404 -1.068572 0.0 0.0 0.0
H 4.181364 1.421840 -2.442879 0.0 0.0 0.0
H 4.101333 1.097565 -4.901222 0.0 0.0 0.0
H 2.806208 2.659910 -6.303076 0.0 0.0 0.0
H 1.588345 4.542131 -5.280848 0.0 0.0 0.0
H 1.653790 4.857956 -2.812007 0.0 0.0 0.0
```
Forces are in eV/Å.